Density functional theory data (the ωB97M-V functional and the def2-TZVPD basis) for a structure of composition C16H19BBaN6Se at a distorted geometry.

The HOMO-LUMO gap (spin up / spin down) is 3.86 / 3.88 eV. For the lowest unoccupied orbital energy (spin up / spin down), the calculation gives -10.79 / -10.78 eV. The charge is +2.

Each line ends with the Löwdin charge.
CARTESIAN COORDINATES (ANGSTROEM)
C: 3.38185 0.36883 -0.73290  -0.116
N: 2.09645 0.43733 -1.11380  -0.429
N: 2.05135 0.19203 -2.47150  -0.061
C: 3.31855 -0.00157 -2.92310  -0.020
C: 4.20045 0.09863 -1.84830  -0.011
B: 0.71685 0.24313 -3.32450  -0.496
N: -0.34345 -0.90157 -3.04780  -0.064
N: -1.06255 -1.00537 -1.87400  -0.404
C: -1.90245 -2.04437 -2.00460  -0.095
C: -1.75775 -2.62227 -3.28220  -0.009
C: -0.76615 -1.86707 -3.90620  -0.021
Ba: 0.12165 0.06793 -0.51930  1.999
N: 0.02585 1.59323 -3.01560  -0.051
N: -0.37275 1.79153 -1.73540  -0.345
C: -0.94255 3.00593 -1.67250  -0.102
C: -0.91195 3.61053 -2.94690  -0.015
C: -0.28605 2.67563 -3.77330  -0.008
H: -1.33945 3.37713 -0.72740  0.120
H: -0.04185 2.70033 -4.83470  0.145
H: -1.29245 4.59163 -3.22770  0.117
H: 1.03055 0.17143 -4.49220  0.137
H: -0.33325 -1.93997 -4.90330  0.144
H: 3.49945 -0.18957 -3.98080  0.145
H: -2.30765 -3.46577 -3.69770  0.120
H: 5.28515 0.00183 -1.87040  0.119
H: -2.56295 -2.31337 -1.18060  0.123
H: 3.64525 0.52173 0.31350  0.103
H: -1.64065 -0.61167 1.25320  -0.066
C: -1.85145 -1.38487 2.00950  -0.040
H: -2.70545 -1.99817 1.67950  0.050
H: -0.96485 -2.02697 2.13530  0.040
H: -2.09505 -0.90257 2.96980  0.023
Se: 1.24665 1.23793 2.43690  1.075
C: 0.29825 0.38773 3.86640  -0.608
C: -0.84165 0.98913 4.41160  -0.087
C: -1.50415 0.38393 5.48630  -0.009
C: -1.02415 -0.81827 6.01710  0.034
C: 0.11825 -1.41537 5.47520  -0.001
C: 0.78045 -0.81207 4.40120  -0.082
H: -1.21135 1.92363 4.00970  0.122
H: -2.38655 0.84743 5.90910  0.133
H: -1.53425 -1.28427 6.84990  0.139
H: 0.49495 -2.34117 5.89050  0.132
H: 1.67065 -1.27217 3.99220  0.121